(1)
17
Properties=species:S:1:pos:R:3:forces:R:3 method="wB97M-V/def2-TZVPD" e_tot_ha=-376.3020 fmax_ha_per_bohr=0.07549 total_charge=0 smiles=CN(N)N(O)CN
C 0.309514 0.097140 -2.081861 -2.4103 -1.5115 -2.6408
N 0.802053 0.347764 -0.809192 0.9807 0.8892 1.6828
N 1.561099 -0.764804 -0.316183 -0.2900 1.1063 -0.2632
N -0.171752 0.833045 0.105913 0.0714 -0.2176 -2.0729
O 0.432934 1.475015 1.176643 0.7454 -1.8551 0.8630
C -1.078313 -0.131420 0.630258 -2.7571 -0.8014 -0.9880
N -0.611789 -0.749560 1.881378 -1.3337 -0.1609 1.8797
H -0.303125 -0.856246 -2.102999 -0.0939 0.6283 0.1337
H -0.363601 0.897139 -2.520084 1.0963 -0.6745 0.7337
H 1.079984 -0.231355 -2.798164 0.1830 0.8783 0.4785
H 0.892724 -1.343313 0.217133 0.9729 0.2160 0.2516
H 2.202071 -0.197790 0.244491 -0.0212 -1.4257 0.6383
H 0.364743 2.354793 0.923855 -0.0087 2.6807 -0.5208
H -2.074617 0.476526 0.692219 1.3496 -1.3469 0.3455
H -1.281936 -0.956751 -0.252580 0.6190 1.8630 2.3567
H -1.417649 -1.205926 2.390068 1.0260 0.3108 -1.2102
H -0.342341 -0.044256 2.619106 -0.1296 -0.5789 -1.6675

(2)
6
Properties=species:S:1:pos:R:3:forces:R:3 method="wB97M-V/def2-TZVPD" e_tot_ha=-492.8000 fmax_ha_per_bohr=0.08122 total_charge=0 smiles="NC=S"
N 1.429886 0.188735 0.901048 0.1108 -2.8627 -3.0389
C 0.483068 -0.298487 0.001618 -0.6818 -3.0310 -1.5033
S -1.067240 0.101626 -0.519938 1.9549 0.4130 1.3447
H 1.125404 0.676454 1.709693 0.0772 0.5042 0.5474
H 2.306445 -0.417693 0.844822 -1.7918 1.6062 0.9279
H 0.736385 -1.414987 -0.552553 0.3306 3.3703 1.7222

(3)
87
Properties=species:S:1:pos:R:3:forces:R:3 method="wB97M-V/def2-TZVPD" e_tot_ha=-3270.7605 fmax_ha_per_bohr=0.05715 total_charge=0 multiplicity=6 s_squared=8.760
C 1.907783 -3.813854 0.929717 0.1161 -0.1971 0.7519
C 1.251289 -2.739217 0.290762 0.0130 0.7007 -2.3146
N 1.096668 -1.525488 0.918339 -0.2517 -0.4178 0.9283
C 1.534427 -1.399466 2.196105 0.1981 -0.4607 -0.0340
C 2.235619 -2.415247 2.833570 -0.3072 1.4585 0.9230
C 2.416004 -3.629518 2.194801 0.0493 -0.9886 -0.8060
C 0.866383 -2.874479 -1.090981 -0.0998 0.4133 0.9269
P 0.557502 -1.510744 -2.193171 0.7258 -0.8242 0.7685
Sm 0.337064 0.507750 -0.259565 0.6380 1.3773 -1.0650
P -0.286416 0.819188 2.478235 0.6107 0.1834 0.6504
C 1.285917 -0.089524 2.935577 0.1502 0.3341 0.0674
C -1.554882 1.797308 -1.295996 1.3465 -1.4569 0.9089
C -1.081972 2.469175 -2.418214 -1.0615 0.6621 0.0378
C -1.887483 3.445491 -3.012537 -0.1278 0.4307 -0.5892
C -3.180740 3.715359 -2.522275 0.7656 -0.8768 0.5963
C -3.645528 2.987372 -1.406295 -0.2017 0.1251 -0.0611
C -2.827213 2.028679 -0.784342 -0.3363 1.1456 -1.0698
O -1.550245 -4.083448 -1.174709 -0.1476 -0.3144 0.7934
O -3.181809 -2.011420 -0.955024 -1.4559 2.3311 -1.0406
H 1.996607 -4.749076 0.380051 0.0882 0.1975 0.2403
H 2.622901 -2.211693 3.838689 -0.1762 -0.2637 -0.4174
H 2.962665 -4.438019 2.684540 -0.1610 0.2387 -0.1051
C 2.196713 -1.401716 -2.996162 -0.0186 0.6679 -0.6435
C -0.552176 -1.997233 -3.547055 0.0042 -0.0102 -0.2641
H 1.183189 -0.297257 4.008445 0.3012 -0.0005 -0.1498
H 2.159085 0.591207 2.810251 -0.5244 -0.3190 -0.0266
H -0.721191 -3.579915 -0.946973 0.2408 -0.1847 -0.4433
H 1.169873 -3.783121 -1.587505 0.1808 -0.3069 0.0267
C 0.054917 2.555720 2.977417 0.0048 0.0796 -0.0213
C -1.436636 0.267327 3.768765 -0.4137 0.0242 0.0481
H -0.092291 2.246553 -2.830667 -0.1182 0.1672 0.0086
H -1.505036 4.009352 -3.882237 -0.3150 -0.2826 0.4396
H -3.802275 4.465453 -2.993648 0.0099 -0.0254 0.0170
H -4.659815 3.171375 -1.023147 0.4377 -0.0109 -0.2006
H -3.187832 1.481826 0.081832 -0.0895 0.0255 -0.0221
H -1.733258 -0.644824 -0.230021 -0.1994 0.0213 0.4372
H -3.251890 -1.446899 -1.767418 -0.1942 -0.6097 1.1537
H -2.420384 -2.536271 -1.128915 1.0357 -1.5697 -0.2282
H -1.797266 -4.412887 -0.295683 -0.2798 -0.1417 -0.3958
H -1.533313 -0.260447 0.392750 -0.8821 -0.6998 0.1310
H 2.335479 -2.251111 -3.671692 0.0917 0.0713 0.0607
H 2.241652 -0.461862 -3.566231 0.2171 -0.2744 -0.0894
H 2.993836 -1.392529 -2.242612 -0.3220 -0.0151 -0.0994
H -0.136218 -2.843269 -4.106250 -0.1379 0.0809 0.1126
H -1.550240 -2.253630 -3.182784 0.2299 -0.0341 -0.0161
H -0.645096 -1.135501 -4.219447 0.0193 -0.1689 0.0715
H -1.102273 0.576629 4.769462 -0.0137 -0.0895 -0.2876
H -2.422399 0.710928 3.567599 0.2301 -0.1793 0.1186
H -1.530348 -0.821582 3.733645 -0.0291 0.1204 0.0027
H 0.331688 2.616761 4.040104 -0.0392 0.0289 -0.2704
H 0.852722 3.002147 2.358256 -0.3871 -0.2265 0.1836
H -0.862844 3.139636 2.803016 0.3042 -0.1592 0.0913
O 2.197445 1.522459 -0.329170 0.3858 0.1312 -0.0264
Si 3.268028 2.729432 -0.151994 -0.1497 0.1529 -0.3695
C 4.350977 2.482818 1.342228 0.1318 -0.0394 0.6747
C 3.885576 2.744313 2.652781 1.6576 -0.5157 -0.3261
C 4.756355 2.589131 3.743442 -0.4069 0.0653 0.1016
C 6.076940 2.165635 3.564157 -0.4174 0.0257 -0.5955
C 6.523342 1.872752 2.269640 0.1034 -0.1181 -0.0440
C 5.673616 2.019488 1.167322 -0.4776 0.3290 1.0010
C 4.439776 2.951001 -1.588154 -0.5472 -1.2573 -0.4016
C 5.214725 4.092543 -1.663690 1.1478 1.0074 -0.6775
C 6.120015 4.302883 -2.729431 -1.0259 -1.4687 0.1345
C 6.208896 3.315147 -3.738040 0.0951 0.7083 0.5047
C 5.420851 2.172978 -3.672990 -0.6601 -0.3800 0.5845
C 4.524784 1.970874 -2.594989 1.1833 1.2440 -0.4880
C 2.308229 4.334281 -0.159130 0.1970 0.3545 1.1772
C 2.262139 5.231151 0.936783 -1.0438 0.2959 -1.6910
C 1.470637 6.392738 0.829527 0.4877 -0.2586 0.6598
C 0.756694 6.676224 -0.325486 -0.0934 -0.4831 -0.6518
C 0.803059 5.781093 -1.412452 0.4283 -0.1161 0.6555
C 1.586500 4.622394 -1.317217 -0.5428 0.6819 -0.0627
H 2.875443 3.068336 2.808801 -0.2704 0.1372 0.1583
H 4.377092 2.805567 4.749129 0.2435 -0.0860 -0.3393
H 6.741014 2.055481 4.416518 -0.0980 0.0255 -0.1266
H 7.550149 1.519435 2.109852 -0.4464 0.1646 0.1140
H 6.023804 1.787579 0.173771 0.1338 0.0202 -0.1016
H 5.140152 4.870755 -0.888720 -0.0211 -0.3957 -0.3069
H 6.723449 5.188365 -2.771350 0.1741 0.2707 -0.0281
H 6.903354 3.463126 -4.568637 -0.2409 -0.0973 0.2323
H 5.481888 1.413393 -4.449794 0.0661 0.1696 0.0644
H 3.917779 1.082971 -2.543013 -0.1103 -0.1825 -0.0038
H 2.823589 5.025666 1.824758 0.1970 0.0454 0.3554
H 1.424734 7.071119 1.687857 -0.0064 -0.1379 -0.3614
H 0.151566 7.580394 -0.403661 0.1707 -0.2361 0.0999
H 0.235588 5.973844 -2.315778 0.0297 0.0482 0.0788
H 1.623843 3.940396 -2.167526 0.0073 0.1177 0.1702

(4)
20
Properties=species:S:1:pos:R:3:forces:R:3 method="wB97M-V/def2-TZVPD" e_tot_ha=-798.1274 fmax_ha_per_bohr=0.13158 total_charge=0
C -3.443007 -0.533687 -0.475192 3.2332 -4.8054 3.4976
C -2.657747 -1.455756 -1.112775 0.0126 1.1062 -0.4034
C -2.646191 -1.916091 1.025984 -0.0047 2.2247 -2.3782
C 2.136516 0.542355 1.337081 1.7349 -0.6441 -1.4502
C 0.954294 -0.232453 1.236291 0.7156 0.6589 -1.2086
C 3.149369 0.281139 0.390367 -0.7803 0.3427 0.5662
C 2.767428 -0.655348 -0.689321 -1.6922 -1.6183 -0.9187
N -3.381466 -0.857561 0.915937 -1.4888 1.1982 -1.0684
N -2.078933 -2.210361 -0.144108 -4.6169 2.7128 0.2972
O 0.220463 -2.048813 -0.845680 0.4549 -0.4700 -0.7859
P 0.845973 -0.794612 -0.402272 0.9178 0.5026 1.3012
H -4.052684 0.176476 -0.752373 -2.8159 3.5708 -1.7505
H -2.377209 -1.652278 -2.139879 -0.1712 0.3031 0.1248
H -2.386492 -2.332611 1.896656 0.8973 -1.6885 3.0724
H 2.178188 1.323845 2.096089 0.4993 -0.3102 -0.1345
H 0.302373 0.008023 2.038219 -1.3087 -0.5345 0.1345
H -1.543967 -2.886050 -0.432363 3.7970 -4.6420 -0.9951
H 4.086348 0.845632 0.390271 -0.4944 -0.0381 -0.3314
H 2.967058 -0.608493 -1.832803 0.3366 0.5331 2.2377
H 2.709671 -1.792546 -0.490861 0.7737 1.5981 0.1931